Density functional theory data (ωB97M-V with the def2-TZVPD basis set) for a molecular structure, C17H22ClIrO8S3.

Structure (XYZ):
```
52
Properties=species:S:1:pos:R:3:nbo_charge:R:1
Ir 0.43311 0.71619 1.35414 1.095
C -1.74843 4.07554 3.98312 -0.637
C -1.33170 2.79536 3.29234 -0.215
S 0.31274 2.75814 2.72659 -0.146
C -2.16646 1.75653 3.14216 -0.230
C -3.62497 1.80587 3.52300 -0.632
S -1.67894 0.21328 2.50250 -0.162
H -0.87846 4.72329 4.08922 0.217
H -2.14772 3.87318 4.98025 0.195
H -2.51199 4.61355 3.41440 0.198
H -3.84804 2.63657 4.19145 0.197
H -3.90591 0.86475 4.00222 0.207
H -4.23490 1.90684 2.61973 0.202
O 3.68465 -4.36495 3.37300 -0.567
C 3.15166 -3.40407 2.85305 0.371
C 1.98212 -3.43375 1.91811 0.332
O 1.44751 -4.43432 1.45376 -0.613
C 1.62454 -2.03794 1.67974 0.316
C 2.47213 -1.17638 2.43575 0.248
O 2.26660 0.07133 2.51780 -0.642
C 3.54154 -1.96824 3.05595 0.353
O 4.55823 -1.56900 3.60272 -0.591
O 0.68568 -1.58407 0.96451 -0.770
Cl 4.50492 -0.68949 -1.79131 -0.096
C 3.33441 -0.07258 -0.60650 -0.507
C 2.68071 1.25902 -1.06181 0.775
O 3.19977 1.92637 -1.94924 -0.690
O 1.58925 1.52069 -0.45607 -0.796
H 3.85803 0.07954 0.33549 0.242
H 2.56560 -0.83065 -0.47369 0.230
C -2.00997 2.06002 -4.49024 -0.596
C -1.88419 1.06633 -3.33735 -0.423
C -0.44847 0.61838 -3.12635 -0.592
S -0.19145 -0.14106 -1.46713 1.305
O -1.02159 0.71561 -0.55204 -0.953
C -1.24964 -1.62579 -1.66957 -0.602
C -0.67203 -2.67603 -2.60718 -0.405
C 0.71054 -3.15338 -2.15627 -0.622
H -3.04217 2.39705 -4.59991 0.198
H -1.69978 1.61014 -5.43624 0.190
H -1.38133 2.93209 -4.30586 0.208
H -2.52509 0.20497 -3.53886 0.188
H -2.21734 1.53260 -2.40785 0.241
H 0.23177 1.47288 -3.12617 0.252
H -0.10517 -0.10441 -3.86826 0.213
H -2.25185 -1.30637 -1.95255 0.211
H -1.27512 -2.00178 -0.64442 0.267
H -0.61249 -2.28430 -3.62826 0.181
H -1.35347 -3.53166 -2.62990 0.201
H 1.43871 -2.34429 -2.22051 0.211
H 1.06467 -3.97194 -2.78523 0.195
H 0.67974 -3.49964 -1.12224 0.249
```

Computed properties:
- total energy (hartree) = -3022.04748
- net charge = -2
- HOMO level (eV) = -1.26
- 2S+1 = 1
- energy relative to the best compared isomer or geometry (same formula, charge and spin) (kJ/mol) = 237.76
- lowest unoccupied orbital energy (eV) = 4.024

Density functional theory data (ωB97M-V with the def2-TZVPD basis set) for a single C17H22N2O2S molecule.

Structure (XYZ):
```
44
Properties=species:S:1:pos:R:3:nbo_charge:R:1
C 1.70129 -6.05111 2.37066 -0.753
S 0.77062 -5.79041 0.83657 0.174
C -0.93931 -5.97983 1.44263 -0.534
C -1.35342 -4.89932 2.44167 -0.245
N -1.07004 -3.57186 1.96059 -0.610
C -0.02641 -2.85338 2.45139 0.675
O 0.60828 -3.20880 3.42746 -0.635
C 0.27059 -1.58939 1.72098 -0.142
C 1.60058 -1.14706 1.73279 -0.166
C 1.99944 0.00577 1.09224 -0.205
C 1.01922 0.73629 0.43429 0.067
N 1.07080 1.90992 -0.27925 -0.476
C -0.14208 2.13699 -0.65293 0.565
C -0.60613 3.27800 -1.48207 -0.290
C -0.18627 3.04785 -2.94204 -0.382
C -0.62478 4.21963 -3.81326 -0.396
C -0.02620 5.52337 -3.29575 -0.397
C -0.44270 5.75802 -1.84743 -0.396
C -0.00740 4.59081 -0.96824 -0.386
O -1.05016 1.20647 -0.25520 -0.431
C -0.32162 0.29673 0.44296 0.292
C -0.72291 -0.86181 1.07429 -0.249
H 1.38076 -6.98182 2.83041 0.208
H 2.74591 -6.11758 2.08499 0.230
H 1.55300 -5.20634 3.03839 0.247
H -1.55317 -5.92992 0.54291 0.217
H -1.04090 -6.96908 1.88921 0.220
H -0.80507 -5.01280 3.37991 0.237
H -2.42596 -4.99814 2.64489 0.198
H -1.44232 -3.32707 1.05685 0.393
H 2.31796 -1.74886 2.26968 0.236
H 3.02408 0.33823 1.09944 0.228
H -1.69900 3.31589 -1.42429 0.221
H 0.89962 2.94368 -2.97739 0.211
H -0.62909 2.11965 -3.31010 0.211
H -0.30852 4.04569 -4.84354 0.211
H -1.71501 4.29167 -3.80531 0.193
H -0.35618 6.35727 -3.91839 0.208
H 1.06272 5.46946 -3.35451 0.196
H 0.00440 6.68165 -1.47557 0.212
H -1.52870 5.86792 -1.79577 0.192
H 1.07928 4.49865 -0.97444 0.218
H -0.32395 4.75912 0.06298 0.212
H -1.76125 -1.15414 1.08731 0.222
```

Computed properties:
- total energy (hartree) = -1319.22508
- net charge = 0
- HOMO level (eV) = -8.50
- 2S+1 = 1
- energy relative to the best compared isomer or geometry (same formula, charge and spin) (kJ/mol) = 85.86
- lowest unoccupied orbital energy (eV) = 0.591

Density functional theory data (ωB97M-V with the def2-TZVPD basis set) for a molecular structure, C17H22N6OTl.

Structure (XYZ):
```
47
Properties=species:S:1:pos:R:3:nbo_charge:R:1
Tl -0.01862 0.64537 0.55455 0.963
C -0.90498 -2.34283 3.02975 -0.670
C -0.92490 -0.98219 3.63084 0.413
N -0.83618 0.16347 2.98289 -0.623
C -0.87772 1.16841 3.93627 -0.078
C -0.98946 0.62286 5.16602 -0.077
N -1.03017 -0.74862 4.97024 -0.353
C -1.02787 -1.73984 6.02074 -0.057
N -2.31050 -2.40714 6.20908 -0.189
N -2.46820 -3.72532 5.64506 0.044
N -3.58708 -4.16148 5.95524 -0.068
C -4.25579 -3.21288 6.73660 0.017
C -5.47226 -3.27100 7.34041 -0.073
C -5.85237 -2.13113 8.11386 0.010
C -5.01603 -1.00429 8.25930 -0.207
C -3.78914 -0.94800 7.65467 -0.132
C -3.40412 -2.08797 6.87781 0.272
H -0.71329 -2.27235 1.96160 0.235
H -1.85674 -2.85736 3.16197 0.258
H -0.12690 -2.96838 3.46970 0.254
H -0.82497 2.21247 3.67733 0.234
H -1.01965 1.06886 6.14526 0.244
H -0.74050 -1.26552 6.95672 0.251
H -0.31279 -2.52824 5.79446 0.264
H -6.11620 -4.13667 7.25369 0.282
H -6.81442 -2.13129 8.61004 0.262
H -5.36254 -0.17928 8.86592 0.272
H -3.14114 -0.08912 7.76170 0.250
O 0.11061 2.86529 -2.59831 -0.471
C 0.30110 3.29519 -3.69089 0.706
C -0.68374 3.73455 -4.72648 -0.535
C -0.22650 4.93900 -5.57487 -0.411
C 0.46837 6.06066 -4.79162 -0.444
C 1.96578 5.88140 -4.62964 -0.333
C 2.37277 4.66775 -3.65064 -0.260
N 1.70322 3.52859 -4.12070 -0.253
H -1.61063 3.94397 -4.19198 0.273
H -0.87890 2.86978 -5.37139 0.284
H -1.12235 5.33126 -6.05352 0.268
H 0.41744 4.61084 -6.39564 0.217
H -0.01284 6.22022 -3.82112 0.220
H 0.33631 6.99692 -5.33926 0.277
H 2.44155 6.73784 -4.14948 0.270
H 2.45404 5.70411 -5.58820 0.232
H 2.03678 4.90666 -2.64366 0.248
H 3.45408 4.55050 -3.72237 0.280
H 2.01595 3.10782 -4.99723 0.435
```

Computed properties:
- total energy (hartree) = -1236.21530
- net charge = +3
- HOMO level (alpha / beta) (eV) = -16.83 / -16.83
- 2S+1 = 1
- energy relative to the best compared isomer or geometry (same formula, charge and spin) (kJ/mol) = 0.00
- lowest unoccupied orbital energy (alpha / beta) (eV) = -10.966 / -11.400

Density functional theory data (ωB97M-V with the def2-TZVPD basis set) for a molecular structure, C17H23AuNO4P2S2.

Structure (XYZ):
```
50
Properties=species:S:1:pos:R:3:lowdin_spin:R:1
Au -0.46585 0.58877 0.86644 0.312
C -6.65165 0.87627 0.80544 0.000
C -5.62605 0.66217 -0.29346 0.002
O -4.66575 -0.28813 0.18664 0.016
P -3.12245 -0.01853 0.02764 0.051
S -1.90415 -1.63243 0.44194 0.535
S -2.32865 1.90177 0.19004 0.139
O -3.18465 -0.12753 -1.62096 0.008
C -2.20085 0.23997 -2.56366 0.000
C -1.08325 -0.78283 -2.72556 0.001
H -7.39665 1.60047 0.48034 0.000
H -6.14985 1.23467 1.70294 0.000
H -7.13765 -0.06853 1.04104 0.000
H -5.12995 1.60617 -0.54716 0.001
H -6.08855 0.24567 -1.19406 0.000
H -1.77385 1.21287 -2.29056 0.001
H -2.74655 0.35547 -3.50786 0.000
H -0.46835 -0.85503 -1.83026 0.000
H -0.45005 -0.48573 -3.55786 0.000
H -1.49495 -1.76783 -2.92566 0.001
O -3.28165 -0.06993 2.13614 0.388
N -2.56045 0.48587 3.01134 0.908
O -1.29605 0.53057 3.07794 0.518
C 1.69155 -1.71343 2.34044 -0.001
P 1.57095 -0.43503 1.05034 0.046
C 2.81665 0.80087 1.46784 0.017
C 2.37195 2.00967 1.99424 0.018
C 3.28015 3.00967 2.27894 0.001
C 4.63005 2.81367 2.03134 0.002
C 5.07285 1.60227 1.51904 0.001
C 4.17235 0.59407 1.23314 0.003
C 2.09945 -1.17483 -0.50856 0.005
C 1.90955 -2.52433 -0.78956 0.002
C 2.18005 -3.00223 -2.05896 0.001
C 2.62775 -2.14523 -3.05236 0.003
C 2.79495 -0.79543 -2.77896 0.000
C 2.52035 -0.30693 -1.51766 0.005
H 2.68435 -2.17243 2.34324 0.000
H 0.90415 -2.45393 2.17864 0.000
H 1.50575 -1.21093 3.29314 0.001
H 1.31285 2.14687 2.17024 0.014
H 2.93395 3.94567 2.68444 0.000
H 5.34075 3.60027 2.24424 0.000
H 6.12555 1.44397 1.33814 0.000
H 4.50195 -0.34743 0.81794 0.000
H 1.54835 -3.18843 -0.02026 0.000
H 2.03365 -4.04853 -2.27746 0.000
H 2.81385 -2.51823 -4.04906 0.000
H 3.13115 -0.11993 -3.55146 0.000
H 2.63285 0.74587 -1.29186 0.000
```

Computed properties:
- total energy (hartree) = -2631.96725
- net charge = 0
- HOMO level (alpha / beta) (eV) = -5.93 / -8.31
- 2S+1 = 4
- energy relative to the best compared isomer or geometry (same formula, charge and spin) (kJ/mol) = 71.62
- lowest unoccupied orbital energy (alpha / beta) (eV) = 0.335 / -2.475

Density functional theory data (ωB97M-V with the def2-TZVPD basis set) for a single C17H23BF2N2O4 molecule.

Structure (XYZ):
```
49
Properties=species:S:1:pos:R:3:nbo_charge:R:1
C -2.21834 5.26052 2.09306 -0.260
C -0.97851 4.70064 2.00027 -0.322
C -0.93666 3.21971 1.73830 0.667
O -1.99493 2.63055 1.47548 -0.698
N 0.24526 2.60017 1.65171 -0.403
C 0.29652 1.14965 1.55835 -0.308
C 0.06942 0.74390 0.16191 0.670
O 0.83142 0.92605 -0.79820 -0.635
N -1.12728 0.03314 -0.07431 -0.611
C -1.57241 -0.23252 -1.46418 -0.450
C -1.89486 -1.67501 -1.73743 -0.412
C -0.69927 -2.59466 -1.61755 -0.013
C -0.20552 -3.12468 -2.77624 -0.213
C 1.05052 -3.76426 -2.79308 -0.191
C 1.72061 -3.93227 -1.62015 -0.007
C 2.97373 -4.83045 -1.69561 -0.622
C 1.16692 -3.52757 -0.42701 -0.037
C 1.83255 -3.70100 0.87810 -0.630
C -0.01943 -2.78805 -0.41741 -0.189
B -2.60682 0.83796 -1.89267 1.151
O -3.37628 0.63256 -3.06350 -0.898
O -3.03649 1.81652 -0.95271 -0.969
C 1.51468 3.28731 1.52949 -0.293
C 2.05775 3.54010 2.94291 0.565
F 1.74556 2.48815 3.69681 -0.330
F 1.55931 4.69358 3.40309 -0.331
H -2.49930 6.25362 2.11756 0.199
H -2.97269 4.54288 2.15488 0.211
H -0.12574 5.29040 2.02251 0.213
H -0.45637 0.75416 2.21809 0.237
H 1.34187 0.73349 1.74515 0.242
H -1.95055 0.02773 0.62056 0.413
H -0.73129 0.08979 -2.08783 0.268
H -2.78977 -2.03559 -1.18206 0.208
H -2.27214 -1.79076 -2.77458 0.235
H -0.80744 -3.36687 -3.61037 0.208
H 1.53349 -4.12168 -3.70565 0.204
H 2.72972 -5.83916 -1.48315 0.212
H 3.37328 -4.76636 -2.66702 0.210
H 3.59036 -4.41663 -0.92025 0.208
H 1.45570 -4.50581 1.46004 0.219
H 2.90121 -3.92769 0.88509 0.214
H 1.71358 -2.78467 1.51164 0.210
H -0.42749 -2.54806 0.55027 0.208
H -3.99882 1.37371 -3.21186 0.496
H -2.65814 2.24672 -0.13165 0.548
H 1.31201 4.16417 0.97892 0.228
H 2.12575 2.67241 0.84633 0.250
H 3.21533 3.56418 2.86399 0.128
```

Computed properties:
- total energy (hartree) = -1296.71037
- net charge = 0
- HOMO level (eV) = -8.47
- 2S+1 = 1
- energy relative to the best compared isomer or geometry (same formula, charge and spin) (kJ/mol) = 126.38
- lowest unoccupied orbital energy (eV) = 0.238